# C26H41BBrClN7O4SbTl

C26H41BBrClN7O4SbTl as an isolated structure in a non-equilibrium geometry (ωB97M-V/def2-TZVPD, the OMol25 dataset).

Last column: Mulliken charge in e.
CARTESIAN COORDINATES (ANGSTROEM)
Tl (-0.09, 0.04, -0.26)  2.325
C (-2.71, 2.50, 1.22)  -1.244
C (-1.28, 2.89, 1.22)  0.468
C (-0.75, 4.10, 1.65)  -1.605
C (0.63, 3.97, 1.53)  1.190
C (1.65, 4.99, 1.87)  -1.339
N (0.89, 2.75, 1.04)  1.257
N (-0.28, 2.09, 0.85)  0.029
B (2.28, 2.11, 0.81)  -2.631
N (2.39, 0.79, 1.59)  0.944
N (1.65, -0.31, 1.35)  -0.144
C (2.04, -1.28, 2.17)  0.363
C (1.46, -2.64, 2.20)  -1.067
C (3.09, -0.80, 2.95)  -1.570
C (3.28, 0.51, 2.56)  1.184
C (4.28, 1.48, 3.10)  -1.370
N (2.51, 1.85, -0.69)  1.429
N (1.86, 0.89, -1.37)  -0.375
C (2.32, 0.87, -2.62)  0.179
C (1.81, -0.10, -3.63)  -0.646
C (3.31, 1.84, -2.75)  -1.694
C (3.41, 2.44, -1.51)  1.188
C (4.31, 3.55, -1.09)  -1.345
H (-3.33, 3.40, 1.23)  0.440
H (-2.96, 1.89, 0.36)  0.049
H (-2.91, 1.92, 2.12)  0.224
H (-1.30, 4.94, 2.01)  0.562
H (1.16, 5.90, 2.20)  0.385
H (2.31, 4.63, 2.66)  0.239
H (2.26, 5.23, 1.00)  0.186
H (3.11, 2.85, 1.18)  -0.032
H (0.65, -2.74, 1.49)  -0.039
H (2.24, -3.38, 2.00)  0.339
H (1.06, -2.84, 3.20)  0.317
H (3.64, -1.34, 3.70)  0.526
H (4.85, 1.00, 3.89)  0.360
H (4.96, 1.81, 2.32)  0.255
H (3.78, 2.36, 3.50)  0.256
H (0.90, -0.57, -3.25)  -0.397
H (1.58, 0.41, -4.57)  0.396
H (2.55, -0.87, -3.83)  0.383
H (3.88, 2.07, -3.63)  0.548
H (4.90, 3.89, -1.93)  0.388
H (3.73, 4.39, -0.71)  0.197
H (4.98, 3.22, -0.30)  0.237
O (-3.56, -1.82, 1.85)  -0.696
Cl (-2.42, -1.21, 1.33)  1.523
O (-1.85, -0.22, 2.16)  -0.600
O (-1.41, -2.19, 1.05)  -0.486
O (-2.76, -0.59, 0.06)  -0.508
Br (-3.22, 4.83, -4.78)  -0.120
C (-2.41, 3.60, -3.60)  -0.340
C (-1.11, 3.81, -3.14)  -0.930
C (-0.55, 2.86, -2.31)  -0.116
N (-1.19, 1.77, -1.92)  1.206
C (-2.44, 1.59, -2.33)  -0.671
C (-3.09, 2.46, -3.18)  -1.039
H (-0.56, 4.70, -3.42)  0.533
H (0.45, 3.00, -1.94)  0.226
H (-2.93, 0.71, -1.94)  0.610
H (-4.10, 2.27, -3.50)  0.561
C (-1.78, -0.91, -4.59)  -1.117
C (-2.56, -1.74, -3.59)  -0.865
Sb (-1.46, -2.31, -1.75)  0.165
C (0.18, -3.61, -2.46)  -0.524
C (-0.28, -4.52, -3.58)  -1.157
C (-2.91, -3.70, -0.85)  -0.450
C (-3.66, -4.58, -1.83)  -1.237
H (-2.44, -0.69, -5.43)  0.415
H (-0.92, -1.45, -4.97)  0.330
H (-1.45, 0.04, -4.16)  0.159
H (-2.85, -2.69, -4.03)  0.606
H (-3.45, -1.23, -3.24)  0.614
H (0.53, -4.18, -1.60)  0.512
H (0.99, -2.96, -2.80)  0.310
H (-0.99, -5.26, -3.21)  0.266
H (0.58, -5.06, -3.98)  0.433
H (-0.74, -3.96, -4.39)  0.247
H (-3.60, -3.09, -0.28)  0.366
H (-2.34, -4.31, -0.14)  0.458
H (-4.26, -3.99, -2.52)  0.324
H (-4.35, -5.20, -1.26)  0.419
H (-3.00, -5.23, -2.40)  0.226

ΔE to the lowest compared entry with this formula, charge and spin: 33.9 kcal per mole
orbital gap: 0.25519 hartree
F_max: 1.64 eV/A
E_HOMO: -0.4197 hartree
E_tot: -5170.9588 hartree
net charge: +1